Density functional theory data (ωB97M-V/def2-TZVPD) for C35H27AgN5 as an isolated structure.

## Properties
Charge: -1
LUMO level, eV: 2.6
Kohn-Sham gap, eV: 5.81
Electronic energy, Eh: -1770.7168
Spin multiplicity: 1

XYZ file:
```
68
Properties=species:S:1:pos:R:3:forces:R:3:nbo_charge:R:1
Ag -1.218 0.791 0.316 0.12 -0.12 -0.64 0.81
C -2.747 -3.021 1.919 -0.08 0.03 -0.04 -0.27
C -2.716 -1.646 1.640 -0.07 -0.01 0.07 0.03
N -1.695 -0.872 1.918 0.22 -0.29 0.14 -0.48
C -0.588 -1.401 2.503 0.01 0.09 0.06 0.21
C -0.575 -2.759 2.918 0.02 0.10 0.02 -0.09
C -1.680 -3.564 2.570 0.01 -0.04 0.05 -0.16
C 0.509 -3.277 3.668 -0.05 -0.05 -0.05 -0.28
C 1.524 -2.432 3.998 0.04 0.15 0.01 -0.18
C 1.570 -1.099 3.549 -0.22 -0.12 -0.12 -0.33
C 0.595 -0.542 2.702 0.05 0.09 0.07 0.20
N 0.595 0.641 2.046 -0.04 0.01 0.09 -0.64
C 1.628 1.501 1.878 0.01 -0.02 0.08 0.19
C 2.902 1.506 2.471 -0.11 0.13 -0.22 -0.33
C 3.939 2.364 2.054 -0.08 -0.07 0.07 -0.18
C 3.772 3.285 1.065 -0.01 0.02 -0.04 -0.28
C 2.484 3.422 0.490 -0.03 -0.05 0.06 -0.10
C 2.218 4.389 -0.500 0.05 0.04 -0.02 -0.16
C 0.954 4.542 -0.992 -0.06 0.04 -0.03 -0.26
C -0.058 3.721 -0.474 -0.04 0.01 -0.01 0.04
N 0.160 2.793 0.424 0.23 0.03 0.16 -0.48
C 1.411 2.594 0.910 -0.06 -0.06 0.04 0.21
H -3.601 -3.616 1.622 -0.01 0.00 0.01 0.21
H -3.567 -1.167 1.164 0.03 -0.02 -0.04 0.18
H -1.661 -4.616 2.835 0.00 0.01 0.00 0.20
H 0.502 -4.314 3.983 -0.02 0.01 -0.02 0.19
H 2.339 -2.793 4.616 0.01 0.03 -0.02 0.20
H 2.403 -0.519 3.876 0.15 0.07 0.04 0.20
H 3.137 0.834 3.266 0.08 -0.12 0.08 0.20
H 4.905 2.272 2.538 -0.02 -0.03 0.01 0.20
H 4.584 3.920 0.732 -0.02 0.01 -0.01 0.19
H 3.035 5.007 -0.857 -0.01 -0.01 0.01 0.20
H 0.724 5.272 -1.757 0.01 0.01 0.00 0.21
H -1.086 3.823 -0.815 0.05 -0.01 0.00 0.19
C 3.626 -1.628 -4.629 -0.05 0.02 0.03 -0.26
C 2.259 -1.781 -4.828 -0.03 0.03 0.05 -0.22
C 1.343 -1.292 -3.906 -0.02 -0.01 0.01 -0.25
C 1.767 -0.631 -2.744 -0.03 0.02 0.04 0.05
C 3.150 -0.483 -2.567 -0.02 0.00 0.00 -0.24
C 4.066 -0.971 -3.487 -0.05 0.01 0.03 -0.21
C 0.872 -0.068 -1.697 0.15 -0.07 -0.19 -0.35
C -0.453 -0.164 -1.526 -0.18 0.11 0.09 -0.39
C -1.349 -0.947 -2.372 0.01 -0.08 0.02 0.05
C -2.134 -0.361 -3.378 -0.04 -0.02 -0.05 -0.28
C -3.014 -1.116 -4.141 0.04 0.00 0.07 -0.21
C -3.164 -2.482 -3.917 0.04 0.07 0.04 -0.29
C -2.408 -3.075 -2.910 0.07 0.06 0.05 -0.20
C -1.518 -2.325 -2.153 -0.10 -0.06 -0.02 -0.28
H 4.334 -2.013 -5.353 0.01 0.00 0.00 0.20
H 1.897 -2.289 -5.715 0.00 0.01 0.01 0.20
H 0.285 -1.425 -4.092 0.07 0.01 0.00 0.22
H 3.501 0.030 -1.676 -0.01 -0.02 -0.03 0.21
H 5.127 -0.839 -3.310 -0.01 0.00 0.00 0.20
H 1.436 0.501 -0.957 0.01 0.00 -0.03 0.18
H -2.038 0.706 -3.551 -0.01 -0.03 0.00 0.21
H -3.598 -0.632 -4.916 0.01 0.02 0.00 0.19
H -3.861 -3.066 -4.506 0.02 0.01 0.01 0.19
H -2.511 -4.138 -2.715 0.01 0.02 0.01 0.19
H -0.934 -2.797 -1.369 -0.03 0.01 -0.03 0.21
N -4.266 1.648 3.110 0.06 0.00 0.09 -0.53
C -3.170 2.342 3.581 -0.03 -0.04 -0.07 -0.12
C -2.433 2.641 2.479 -0.04 -0.09 -0.15 -0.08
N -3.046 2.140 1.343 0.04 0.19 0.30 -0.49
C -4.135 1.550 1.765 0.01 0.04 -0.07 0.18
H -4.982 1.221 3.667 -0.04 -0.01 0.00 0.41
H -3.008 2.524 4.629 -0.03 -0.01 -0.05 0.21
H -1.476 3.135 2.417 -0.06 -0.03 -0.01 0.24
H -4.861 1.046 1.143 0.07 0.02 0.04 0.20
```
Forces are in eV/Å.